No. 1
The following is a DFT calculation (wB97M-V/def2-TZVPD) of a 2-piece molecular cluster, C6H8INO overall at a distorted geometry.

For the energy relative to the best compared isomer or geometry (same formula, charge and spin), the calculation gives 150.70 kJ/mol. As for the SMILES: C=C=C(C)CN=C=O.I. As for the orbital gap: 9.776 eV. Its HOMO energy is -9.3 eV.

Structure (ORCA input):
```
! RIJCOSX wB97M-V def2-TZVPD def2/J DEFGRID3
* xyz 0 1
C -3.377 -0.444 0.540
C -2.174 -0.148 0.122
C -0.925 -0.170 -0.371
C 0.028 -1.233 0.133
C -0.390 0.979 -1.169
N 0.889 1.268 -0.596
C 1.569 1.793 0.212
O 2.304 2.140 1.032
H -3.723 0.200 1.449
H -4.158 -0.949 -0.012
H -0.361 -1.773 1.046
H 1.089 -0.838 0.172
H -0.078 -2.041 -0.503
H -0.318 0.950 -2.265
H -1.035 1.766 -0.935
I 5.811 -0.598 -0.091
H 4.848 -0.902 1.234
*
```



No. 2
The following is a DFT calculation (wB97M-V/def2-TZVPD) of a 2-piece molecular cluster, C4H7F8NO2P2 overall at a distorted geometry.

As for the orbital gap: 7.012 eV. Its HOMO energy is -9.9 eV.

Structure (ORCA input):
```
! RIJCOSX wB97M-V def2-TZVPD def2/J DEFGRID3
* xyz 0 1
O 0.868 1.046 1.855
C 0.089 0.315 1.311
F -0.952 0.716 0.666
N 0.224 -1.069 1.263
C 1.587 -1.443 1.540
O 1.899 -2.245 2.342
P 2.883 -0.552 0.476
C 2.278 -0.453 -1.243
C 3.064 0.609 -2.060
F 3.571 0.014 -3.174
H -0.055 -1.445 0.357
H 3.022 0.733 1.010
H 4.125 -1.189 0.558
H 1.222 -0.210 -1.234
H 2.452 -1.436 -1.675
H 2.404 1.426 -2.326
H 3.902 0.991 -1.479
F -3.454 0.044 -0.746
P -4.669 0.603 0.259
F -3.406 0.889 1.308
F -4.944 1.519 -1.086
F -4.606 -0.928 0.887
F -6.250 0.163 0.104
F -5.255 1.902 1.089
*
```



No. 3
The following is a DFT calculation (wB97M-V/def2-TZVPD) of a 2-piece molecular cluster, C7H17NO overall at a distorted geometry.

For the energy relative to the best compared isomer or geometry (same formula, charge and spin), the calculation gives 333.27 kJ/mol. As for the SMILES: CC(N)=O.CCCCC. As for the orbital gap: 10.549 eV. Its HOMO energy is -9.8 eV.

Structure (ORCA input):
```
! RIJCOSX wB97M-V def2-TZVPD def2/J DEFGRID3
* xyz 0 1
C -2.340 -1.078 0.352
C -1.273 -1.407 -0.673
N -1.555 -0.996 -1.995
O -0.387 -2.160 -0.341
H -3.424 -0.798 0.027
H -1.457 -0.249 0.741
H -2.239 -1.999 1.079
H -0.697 -1.151 -2.522
H -2.342 -0.278 -2.208
C -0.125 1.564 2.733
C 0.709 0.603 1.818
C 1.051 1.201 0.463
C 1.878 0.487 -0.501
C 1.988 1.226 -1.894
H 0.249 2.605 2.819
H -1.058 1.653 2.427
H -0.041 1.192 3.768
H -0.100 -0.321 1.599
H 1.688 0.260 2.251
H 0.102 1.313 0.003
H 1.325 2.280 0.641
H 1.508 -0.519 -0.620
H 3.027 0.191 -0.419
H 2.138 2.319 -1.588
H 2.878 0.851 -2.588
H 1.097 1.323 -2.496
*
```



No. 4
The following is a DFT calculation (wB97M-V/def2-TZVPD) of CH2Cl4Se4SiYb as an isolated structure at a distorted geometry.

As for the expectation value of S²: 0.758. For the energy relative to the best compared isomer or geometry (same formula, charge and spin), the calculation gives 0.00 kJ/mol. As for the orbital gap (alpha / beta): 6.620 / 5.389 eV. Its HOMO energy (alpha / beta) is -4.1 / -4.1 eV.

Structure (ORCA input):
```
! RIJCOSX wB97M-V def2-TZVPD def2/J DEFGRID3
* xyz -1 2
Yb 0.375 0.245 -0.462
Se 2.259 -1.973 -1.332
Se 2.458 -2.431 0.882
Se 1.852 -0.639 2.217
Se -0.455 -0.253 2.433
Cl -1.379 -3.599 -0.367
C -1.549 -1.779 -0.370
H -1.969 -1.295 0.536
H -1.807 -1.368 -1.405
Cl -1.262 2.054 -1.364
Si 0.286 3.781 -1.213
Cl -0.589 4.664 0.533
Cl 1.780 2.595 -0.087
*
```



No. 5
The following is a DFT calculation (wB97M-V/def2-TZVPD) of a 7-piece molecular cluster, C41H75F2INO12 overall at a distorted geometry.

As for the orbital gap: 7.747 eV. Its HOMO energy is -11.2 eV.

Structure (ORCA input):
```
! RIJCOSX wB97M-V def2-TZVPD def2/J DEFGRID3
* xyz 1 1
C 3.260 -1.284 0.149
C 1.882 -0.766 0.544
C 1.035 -0.277 -0.645
C 1.067 1.248 -0.825
C 0.087 2.061 0.044
C 0.828 2.758 1.134
N 1.686 3.703 0.686
C 2.481 4.469 1.450
C 3.285 5.498 0.727
C 2.609 6.890 0.824
F 1.407 6.801 1.502
C 2.457 4.271 2.837
C 3.341 5.056 3.776
C 4.802 4.588 3.725
C 4.967 3.209 4.382
I 6.932 2.892 5.115
C 1.572 3.314 3.330
C 0.739 2.551 2.503
C -0.208 1.585 3.166
C -1.540 2.206 3.537
F -0.428 0.460 2.398
H 3.208 -1.949 -0.708
H 3.672 -1.864 0.973
H 3.953 -0.463 -0.020
H 1.976 0.041 1.271
H 1.330 -1.550 1.058
H 1.342 -0.769 -1.563
H -0.002 -0.556 -0.457
H 2.083 1.585 -0.624
H 0.839 1.449 -1.868
H -0.781 1.509 0.375
H -0.284 2.865 -0.595
H 1.731 3.839 -0.326
H 4.282 5.585 1.135
H 3.377 5.230 -0.323
H 3.245 7.589 1.360
H 2.417 7.304 -0.160
H 2.990 4.837 4.781
H 3.238 6.122 3.598
H 5.156 4.489 2.703
H 5.451 5.310 4.212
H 4.242 3.084 5.179
H 4.804 2.436 3.639
H 1.528 3.153 4.399
H 0.271 1.247 4.086
H -2.094 1.473 4.114
H -2.121 2.406 2.640
H -1.399 3.115 4.110
O -4.828 -4.345 4.864
C -3.856 -4.147 4.190
O -3.164 -3.005 4.395
C -1.892 -2.729 3.805
C -2.032 -2.137 2.422
C -3.433 -5.073 3.077
H -1.259 -3.617 3.812
H -1.428 -2.007 4.477
H -2.507 -2.834 1.734
H -1.056 -1.873 2.019
H -2.650 -1.238 2.463
H -3.992 -4.823 2.176
H -3.673 -6.091 3.374
H -2.370 -5.043 2.852
O 2.240 4.320 -2.430
C 1.832 4.031 -3.533
O 2.646 3.433 -4.389
C 2.208 2.884 -5.650
C 2.186 3.932 -6.740
C 0.434 4.412 -3.965
H 1.249 2.379 -5.533
H 2.942 2.120 -5.897
H 1.473 4.729 -6.522
H 1.915 3.474 -7.690
H 3.170 4.389 -6.839
H 0.453 5.435 -4.336
H -0.218 4.368 -3.095
H 0.013 3.763 -4.728
O -4.437 0.706 9.427
C -4.937 0.221 8.450
O -4.183 -0.569 7.662
C -4.713 -1.317 6.557
C -4.755 -0.475 5.299
C -6.361 0.531 8.047
H -5.684 -1.746 6.802
H -4.033 -2.149 6.419
H -5.421 0.382 5.412
H -5.096 -1.066 4.451
H -3.759 -0.086 5.077
H -6.367 1.459 7.477
H -6.943 0.675 8.953
H -6.841 -0.250 7.462
O -2.387 -4.355 -0.075
C -2.263 -5.501 -0.430
O -1.388 -6.282 0.217
C -1.292 -7.697 -0.003
C -0.388 -8.030 -1.170
C -3.006 -6.032 -1.631
H -2.285 -8.135 -0.110
H -0.871 -8.092 0.920
H -0.778 -7.633 -2.107
H -0.285 -9.110 -1.271
H 0.601 -7.597 -1.014
H -2.448 -5.776 -2.531
H -3.975 -5.544 -1.677
H -3.180 -7.104 -1.608
O 3.803 0.777 -8.218
C 4.685 0.196 -7.646
O 5.254 0.784 -6.576
C 6.175 0.113 -5.708
C 7.595 0.177 -6.228
C 5.217 -1.128 -8.140
H 5.849 -0.911 -5.521
H 6.103 0.646 -4.762
H 7.697 -0.336 -7.184
H 8.280 -0.286 -5.517
H 7.894 1.214 -6.378
H 5.964 -0.936 -8.908
H 4.392 -1.678 -8.585
H 5.655 -1.752 -7.364
O -4.571 -4.150 -5.157
C -4.586 -3.191 -4.440
O -4.525 -3.382 -3.106
C -4.335 -2.324 -2.162
C -5.648 -1.667 -1.784
C -4.740 -1.788 -4.982
H -3.602 -1.604 -2.531
H -3.893 -2.802 -1.289
H -6.124 -1.191 -2.641
H -5.485 -0.909 -1.017
H -6.342 -2.413 -1.397
H -5.801 -1.585 -5.120
H -4.248 -1.746 -5.951
H -4.308 -1.015 -4.352
*
```



no.,calculated total energy (eV)
1,-17987.0315
2,-50164.2755
3,-11069.6842
4,-351958.4132
5,-83324.8951